1.
99
Properties=species:S:1:pos:R:3 method="wB97M-V/def2-TZVPD" de_lowest_kj_mol=0.0 homo_lumo_gap_ev="5.82 / 6.37" spin_multiplicity=4 e_tot_ev=-71951.15747 total_charge=+1 s2=3.8047 homo_ev="-9.0 / -10.3"
Tc -0.816 1.049 -0.196
C 0.709 1.530 -5.264
C 1.497 0.763 -4.421
C 0.938 0.095 -3.342
C -0.424 0.199 -3.103
C -1.223 0.961 -3.946
C -0.654 1.623 -5.021
N -0.999 -0.406 -1.904
C -2.445 -0.710 -2.008
C -2.895 -1.538 -3.022
C -4.231 -1.907 -3.067
C -5.107 -1.453 -2.084
C -4.667 -0.625 -1.069
C -3.325 -0.243 -1.025
N -2.785 0.610 -0.080
N -3.560 1.174 0.828
C -2.875 2.087 1.557
C -3.533 2.802 2.575
C -2.842 3.744 3.289
C -1.498 3.999 2.983
C -0.909 3.276 1.973
N -1.556 2.321 1.293
H 1.149 2.046 -6.105
H 2.561 0.678 -4.598
H 1.569 -0.496 -2.695
H -2.282 1.052 -3.757
H -1.283 2.219 -5.667
H -2.198 -1.880 -3.778
H -4.587 -2.545 -3.863
H -6.146 -1.746 -2.116
H -5.336 -0.262 -0.303
H -4.573 2.583 2.757
H -3.336 4.299 4.075
H -0.936 4.762 3.499
H 0.115 3.459 1.672
C 4.582 -0.767 -0.036
C 3.395 -1.064 0.611
C 2.275 -0.265 0.421
C 2.356 0.846 -0.403
C 3.538 1.136 -1.082
C 4.645 0.330 -0.891
N 1.170 1.643 -0.590
N 1.365 2.723 -1.235
C 0.187 3.340 -1.610
C 0.244 4.534 -2.338
C -0.928 5.093 -2.788
C -2.150 4.469 -2.512
C -2.209 3.289 -1.790
C -1.031 2.695 -1.332
H 5.451 -1.391 0.109
H 3.337 -1.919 1.272
H 1.341 -0.515 0.914
H 3.574 1.982 -1.752
H 5.563 0.555 -1.416
H 1.206 4.985 -2.537
H -0.909 6.013 -3.355
H -3.067 4.919 -2.868
H -3.170 2.834 -1.585
C 1.793 -1.637 6.535
C 1.951 -1.407 5.044
N 0.708 -0.889 4.470
C 0.583 -0.140 3.360
S -0.745 -0.408 2.333
N 1.494 0.805 3.100
C 2.393 1.468 4.041
C 2.496 2.944 3.700
H 2.716 -2.036 6.953
H 0.998 -2.355 6.739
H 1.551 -0.708 7.049
H 2.204 -2.344 4.537
H 2.764 -0.712 4.848
H -0.090 -1.497 4.604
H 1.336 1.287 2.226
H 3.386 1.011 4.007
H 1.990 1.337 5.047
H 2.827 3.081 2.669
H 3.225 3.429 4.346
H 1.536 3.439 3.830
C 0.650 -3.549 1.023
C -0.287 -3.587 -0.174
C -1.424 -4.557 0.097
O -0.883 -2.264 -0.300
B -0.422 -1.710 -1.445
O 0.470 -2.453 -2.138
C 0.438 -3.793 -1.563
C -0.353 -4.647 -2.543
C 1.870 -4.286 -1.463
H 0.121 -3.082 1.853
H 1.548 -2.968 0.822
H 0.944 -4.558 1.313
H -1.870 -4.315 1.061
H -1.055 -5.582 0.140
H -2.201 -4.491 -0.660
H -1.360 -4.257 -2.686
H -0.425 -5.678 -2.201
H 0.155 -4.637 -3.507
H 2.512 -3.541 -0.998
H 2.256 -4.490 -2.461
H 1.921 -5.207 -0.883

=====

2.
95
Properties=species:S:1:pos:R:3 method="wB97M-V/def2-TZVPD" homo_lumo_gap_ev="4.69 / 6.44" spin_multiplicity=4 e_tot_ev=-256488.58921 total_charge=-2 s2=3.8015 homo_ev="-0.5 / -2.3"
V 0.473 -0.061 0.463
O 3.118 0.952 2.631
S 2.558 -0.275 2.097
O 3.232 -1.480 2.525
O 1.052 -0.344 2.398
O 2.477 -0.186 0.563
C -0.053 1.606 -4.307
C 0.750 1.005 -3.152
Ge -0.201 -0.433 -2.086
C 0.461 -2.008 -3.111
C 0.281 -1.893 -4.627
C -2.103 -0.205 -2.615
C -3.159 -0.440 -1.833
Ge -2.666 -1.024 0.005
C -2.690 0.445 1.338
C -3.933 1.296 1.608
C -3.819 -2.424 0.800
C -5.333 -2.192 0.787
C -4.534 -0.241 -2.329
C -4.896 -0.642 -3.619
C -6.173 -0.423 -4.115
C -7.134 0.204 -3.333
C -6.798 0.598 -2.045
C -5.522 0.368 -1.551
H 0.537 2.345 -4.861
H -0.945 2.116 -3.941
H -0.376 0.840 -5.015
H 1.075 1.794 -2.474
H 1.661 0.522 -3.522
H -0.027 -2.910 -2.748
H 1.522 -2.108 -2.865
H -0.772 -1.754 -4.893
H 0.631 -2.796 -5.140
H 0.835 -1.048 -5.038
H -2.304 0.184 -3.619
H -1.862 1.110 1.077
H -2.377 -0.051 2.263
H -4.251 1.852 0.725
H -3.726 2.034 2.389
H -4.777 0.688 1.943
H -3.456 -2.499 1.829
H -3.585 -3.380 0.333
H -5.604 -1.249 1.265
H -5.858 -2.991 1.321
H -5.725 -2.160 -0.230
H -4.155 -1.145 -4.230
H -6.422 -0.749 -5.118
H -8.131 0.377 -3.720
H -7.535 1.085 -1.417
H -5.275 0.671 -0.543
C 2.063 3.449 -0.180
Ge 0.301 2.581 0.118
C -0.856 3.396 -1.305
C -0.367 4.268 -2.281
C -1.193 4.792 -3.271
C -2.538 4.445 -3.312
C -3.043 3.565 -2.363
C -2.206 3.050 -1.379
C -0.328 3.469 1.831
C -0.294 2.669 2.949
C -0.733 3.119 4.215
C -1.225 4.380 4.372
C -1.257 5.267 3.269
C -1.729 6.597 3.416
C -1.718 7.468 2.366
C -1.224 7.046 1.113
C -0.776 5.767 0.941
C -0.788 4.819 2.000
H 2.016 4.541 -0.143
H 2.488 3.141 -1.139
H 2.723 3.087 0.611
H 0.682 4.547 -2.267
H -0.785 5.466 -4.016
H -3.183 4.844 -4.086
H -4.085 3.264 -2.397
H -2.614 2.350 -0.661
H 0.090 1.657 2.876
H -0.680 2.444 5.062
H -1.581 4.729 5.336
H -2.094 6.912 4.389
H -2.081 8.482 2.493
H -1.202 7.740 0.280
H -0.403 5.457 -0.020
C -0.816 -1.572 -0.103
C -0.469 -2.974 -0.290
C 0.811 -3.449 0.086
C 1.188 -4.765 -0.112
C 0.312 -5.685 -0.684
C -0.952 -5.248 -1.068
C -1.327 -3.927 -0.886
H 1.507 -2.760 0.551
H 2.179 -5.082 0.193
H 0.610 -6.716 -0.832
H -1.643 -5.940 -1.539
H -2.286 -3.595 -1.266

=====

3.
133
Properties=species:S:1:pos:R:3 method="wB97M-V/def2-TZVPD" homo_lumo_gap_ev=5.78 spin_multiplicity=1 e_tot_ev=-155912.18047 total_charge=-1 homo_ev=-4.3
Mg -3.754 0.950 0.055
C -6.945 3.444 0.255
C -5.761 2.765 0.057
C -4.468 3.542 -0.312
O -3.405 2.827 -0.282
C -4.562 4.861 -0.650
C -5.823 5.548 -0.641
C -7.079 4.799 -0.139
O -8.100 5.448 0.049
O -5.920 6.719 -0.973
O -5.604 1.498 0.087
H -7.777 2.886 0.667
H -3.698 5.449 -0.938
C 0.539 0.373 -0.005
C -0.797 -0.370 -0.033
O -1.879 0.395 0.275
H 1.365 -0.323 -0.153
H 0.578 0.850 0.984
H 0.601 1.187 -0.728
H -0.727 -1.311 0.556
H -0.904 -0.724 -1.092
C 1.207 -3.195 3.927
C 1.216 -1.877 3.190
O 2.567 -1.366 3.143
C 3.130 -0.958 4.251
O 2.666 -0.951 5.352
C 4.563 -0.417 4.043
F 4.575 0.854 4.511
F 5.437 -1.102 4.781
F 4.970 -0.377 2.785
H 0.293 -3.762 3.755
H 1.303 -3.028 4.999
H 2.074 -3.792 3.642
H 0.492 -1.153 3.571
H 0.944 -1.940 2.137
C -0.407 2.007 4.095
C -1.605 1.698 3.221
O -2.822 1.915 3.955
C -3.923 1.643 3.305
O -3.982 1.180 2.201
C -5.203 1.996 4.087
F -4.926 2.455 5.300
F -5.924 2.862 3.404
F -5.950 0.881 4.238
H -0.607 2.936 4.629
H 0.424 2.192 3.415
H -0.160 1.189 4.768
H -1.551 0.755 2.671
H -1.640 2.412 2.390
C -1.239 1.097 -4.898
C -2.121 0.963 -3.682
O -3.500 0.825 -4.075
C -4.353 0.662 -3.107
O -4.069 0.598 -1.948
C -5.824 0.625 -3.568
F -5.928 0.658 -4.901
F -6.388 -0.510 -3.123
F -6.491 1.635 -3.073
H -0.227 1.138 -4.476
H -1.364 1.993 -5.497
H -1.213 0.193 -5.510
H -2.019 1.850 -3.057
H -1.816 0.073 -3.132
C 0.654 4.540 1.282
C -0.374 3.891 0.354
O 0.095 3.843 -1.010
C -0.029 4.949 -1.717
O -0.331 6.030 -1.312
C 0.308 4.662 -3.196
F 0.009 3.407 -3.561
F -0.344 5.495 -3.994
F 1.629 4.818 -3.394
H 1.314 3.802 1.746
H 0.149 5.089 2.075
H 1.267 5.228 0.704
H -1.254 4.529 0.421
H -0.633 2.862 0.567
C -2.738 -2.649 -1.676
C -4.071 -3.275 -1.278
O -4.299 -3.305 0.125
C -4.367 -2.161 0.752
O -4.337 -1.082 0.240
C -4.540 -2.298 2.280
F -3.493 -1.723 2.878
F -5.640 -1.695 2.698
F -4.594 -3.583 2.658
H -2.659 -1.668 -1.203
H -2.676 -2.482 -2.751
H -1.877 -3.227 -1.340
H -4.138 -4.288 -1.671
H -4.857 -2.724 -1.805
C 8.580 2.317 -1.703
C 7.094 2.625 -1.759
O 6.367 1.463 -1.390
C 5.053 1.524 -1.490
O 4.391 2.470 -1.780
C 4.394 0.175 -1.131
F 3.395 -0.080 -1.989
F 5.234 -0.849 -1.084
F 3.798 0.273 0.070
H 8.828 1.690 -2.556
H 8.885 1.933 -0.734
H 9.116 3.257 -1.853
H 6.862 2.931 -2.781
H 6.857 3.484 -1.130
C 0.314 -2.502 -3.225
C 0.079 -3.978 -3.470
O 0.987 -4.838 -2.784
C 2.158 -5.020 -3.367
O 2.508 -4.615 -4.433
C 3.147 -5.826 -2.485
F 3.408 -7.000 -3.052
F 4.282 -5.122 -2.374
F 2.695 -6.033 -1.244
H 1.351 -2.227 -3.408
H 0.004 -2.232 -2.213
H -0.333 -1.894 -3.859
H 0.074 -4.183 -4.542
H -0.925 -4.241 -3.144
C 3.281 -3.475 0.242
C 4.678 -3.770 0.716
O 4.655 -3.931 2.151
C 5.775 -4.215 2.763
O 6.865 -4.260 2.275
C 5.552 -4.615 4.240
F 5.830 -5.912 4.396
F 6.401 -3.936 5.026
F 4.313 -4.363 4.655
H 2.866 -2.505 0.508
H 2.689 -4.377 0.381
H 3.358 -3.303 -0.843
H 5.306 -2.890 0.544
H 5.173 -4.606 0.226

=====

4.
99
Properties=species:S:1:pos:R:3 method="wB97M-V/def2-TZVPD" de_lowest_kj_mol=56.3 homo_lumo_gap_ev=5.49 spin_multiplicity=1 e_tot_ev=-69431.83069 total_charge=-1 homo_ev=-3.9
Rb -0.013 -0.310 -0.029
O -6.962 -0.333 -3.900
C -5.891 -0.631 -4.460
O -5.645 -0.985 -5.626
C -4.654 -0.646 -3.506
C -3.393 -1.003 -3.951
C -2.310 -0.890 -3.081
N -2.444 -0.466 -1.826
C -3.662 -0.159 -1.375
C -4.788 -0.236 -2.191
C -3.751 0.310 0.034
C -4.933 0.836 0.566
C -4.951 1.276 1.877
C -3.792 1.193 2.636
C -2.668 0.659 2.029
N -2.643 0.228 0.776
C -0.933 -1.247 -3.520
C -0.586 -1.263 -4.873
C 0.683 -1.673 -5.239
C 1.586 -2.038 -4.251
C 1.173 -1.941 -2.932
N -0.047 -1.564 -2.573
H -3.301 -1.366 -4.966
H -5.785 0.012 -1.858
H -5.827 0.911 -0.034
H -5.860 1.682 2.302
H -3.767 1.527 3.665
H -1.732 0.567 2.576
H -1.301 -0.952 -5.622
H 0.967 -1.712 -6.284
H 2.582 -2.384 -4.492
H 1.850 -2.192 -2.118
C 1.110 1.018 5.808
C 2.213 1.417 4.818
C 2.652 2.869 5.055
C 3.415 0.471 4.941
C 1.667 1.325 3.460
N 1.240 1.277 2.395
H 1.495 1.073 6.827
H 0.774 -0.001 5.615
H 0.253 1.687 5.721
H 3.086 2.961 6.051
H 1.804 3.550 4.977
H 3.400 3.168 4.319
H 3.835 0.549 5.944
H 4.186 0.731 4.215
H 3.117 -0.561 4.762
C -3.551 4.491 -0.424
N -2.180 4.202 -0.825
C -2.103 3.239 -1.912
C -1.225 4.068 0.176
N -0.455 3.055 0.212
N -1.195 5.135 1.088
C -0.336 4.966 2.238
C -1.196 6.492 0.567
H -4.091 3.567 -0.179
H -4.075 4.986 -1.243
H -3.564 5.140 0.447
H -2.725 3.593 -2.735
H -2.435 2.245 -1.611
H -1.071 3.155 -2.246
H 0.307 3.134 0.877
H 0.731 5.062 1.987
H -0.508 3.987 2.686
H -0.586 5.732 2.975
H -1.700 6.525 -0.393
H -0.171 6.866 0.431
H -1.710 7.160 1.264
C 4.187 0.870 -2.494
P 2.867 0.875 -1.193
C 3.818 0.096 0.175
C 2.974 2.666 -0.778
C 3.824 3.205 0.185
C 3.856 4.574 0.413
C 3.048 5.425 -0.329
C 2.202 4.901 -1.295
C 2.161 3.532 -1.507
H 5.099 1.341 -2.123
H 3.837 1.413 -3.373
H 4.401 -0.160 -2.786
H 4.863 0.414 0.195
H 3.770 -0.987 0.048
H 3.327 0.326 1.120
H 4.465 2.559 0.773
H 4.520 4.982 1.167
H 3.075 6.494 -0.151
H 1.556 5.556 -1.869
H 1.478 3.116 -2.239
F 3.188 -6.152 2.856
C 2.633 -4.994 2.377
C 2.600 -3.882 3.189
C 2.033 -2.715 2.674
C 1.490 -2.584 1.384
C 1.561 -3.777 0.635
C 2.118 -4.970 1.100
H 3.007 -3.937 4.194
H 2.015 -1.848 3.337
H 1.149 -3.795 -0.375
H 2.150 -5.867 0.490